Entry 1:
A structure of composition BrH10O5Zn in a non-equilibrium geometry. Source: the OMol25 dataset; level of theory: wB97M-V/def2-TZVPD.

```
17
Properties=species:S:1:pos:R:3:forces:R:3
Zn 3.1759 -3.0423 1.8480 -1.28 1.31 -0.69
Br 0.9704 -0.7431 0.5841 1.30 -1.33 0.73
O 2.8873 3.1056 3.2703 0.10 -0.18 0.19
H 3.0146 3.7720 2.5951 0.06 0.28 -0.14
H 2.3924 2.4126 2.8332 -0.17 -0.10 -0.07
O -3.7052 -2.2759 2.2283 0.05 -0.20 0.00
H -2.9504 -1.9736 1.7232 0.11 0.03 -0.18
H -3.9544 -1.5215 2.7621 -0.18 0.17 0.19
O -2.6147 2.2468 -1.5130 0.22 -0.04 -0.17
H -3.3317 2.6877 -1.0572 -0.24 0.18 0.06
H -2.2914 1.6016 -0.8843 -0.01 -0.13 0.12
O 2.8181 1.8971 -2.8295 -0.12 0.07 -0.04
H 2.3776 1.3872 -2.1496 -0.16 -0.07 0.11
H 3.7363 1.6336 -2.7701 0.30 0.01 -0.08
O -1.2045 -3.8644 -2.2649 -0.11 -0.05 0.17
H -0.3830 -4.3513 -2.3314 0.15 -0.22 -0.14
H -0.9373 -2.9720 -2.0447 -0.03 0.27 -0.06
```
Forces are in eV/Å.

Properties
2S+1 = 1
gap between HOMO and LUMO = 0.11358 Ha
E_LUMO = -0.3907 hartree
M = 235.37 Da
energy = -128847.734 eV
energy relative to the best compared isomer or geometry (same formula, charge and spin) = 8.5105 eV
net charge = +1
HOMO level = -13.72 eV

Here are the Löwdin charges for atoms 1 to 2, given in e: 1.025 -0.009


Entry 2:
A cluster of 3 separate species, C22H43FN4O5S in total. Source: the OMol25 dataset; level of theory: wB97M-V/def2-TZVPD.

```
76
Properties=species:S:1:pos:R:3:forces:R:3
N -0.7374 0.6877 0.4522 -0.16 0.27 -0.02
C -0.7648 0.8143 -1.0063 0.51 -0.19 -0.26
N -2.0981 1.0135 -1.5644 0.05 -0.18 0.73
C -2.9555 -0.1552 -1.6943 0.09 -0.06 -0.09
C -3.5065 -0.8187 -0.4443 0.10 0.12 0.03
O -4.6167 -0.7612 -0.0404 -0.01 -0.17 0.02
F -2.5875 -1.5842 0.1686 -0.07 -0.06 -0.07
C -2.6961 2.1971 -1.0892 0.01 0.09 -0.12
O -2.4481 3.2771 -1.5125 0.08 0.32 -0.02
O -3.5255 1.9850 -0.0058 -0.28 -0.52 -0.28
S -5.1340 2.4446 -0.1569 0.08 0.41 -0.01
H 0.2208 0.7815 0.7734 -0.01 -0.16 -0.01
H -1.2392 1.4565 0.8899 0.00 -0.01 -0.02
H -0.3772 -0.1169 -1.4276 -0.04 0.03 -0.05
H -0.1227 1.6151 -1.3864 -0.18 0.15 0.08
H -2.3739 -0.9021 -2.2382 -0.06 0.00 0.01
H -3.8168 0.1108 -2.3069 0.00 0.02 0.02
H -5.5409 1.3448 -0.8106 -0.04 -0.10 0.12
C -3.3318 -2.5353 4.7122 0.02 0.01 0.10
C -2.3075 -1.4741 4.2899 -0.53 -0.32 0.00
C -1.0835 -2.1290 3.6408 0.22 0.01 0.04
C -0.1780 -2.8467 4.6402 -0.08 0.04 0.03
C 0.2331 -1.9105 5.7752 0.08 -0.02 -0.17
C -0.9578 -1.2554 6.4829 -0.23 -0.24 0.48
N -1.8596 -0.6383 5.4535 0.81 -0.14 -0.48
O -1.4599 0.5223 5.0937 -0.21 0.34 0.10
C -1.7005 -2.2796 7.3530 -0.06 -0.01 -0.04
C -0.4734 -0.1507 7.4159 0.10 0.08 -0.04
C -3.0043 -0.5700 3.2831 0.00 0.18 -0.08
H -4.1394 -2.0805 5.2876 0.01 0.00 0.00
H -3.7634 -2.9759 3.8132 -0.01 0.04 -0.02
H -2.9133 -3.3506 5.2934 0.02 0.00 0.00
H -0.5063 -1.3539 3.1268 -0.04 0.05 0.03
H -1.4334 -2.8209 2.8710 -0.01 0.01 -0.01
H -0.6753 -3.7358 5.0375 -0.02 0.01 0.01
H 0.7159 -3.2043 4.1255 0.00 -0.03 0.01
H 0.8229 -2.4481 6.5224 0.00 0.01 0.01
H 0.8750 -1.1220 5.3698 -0.06 0.05 0.01
H -2.6782 -1.8986 7.6502 0.00 0.00 0.00
H -1.1182 -2.4585 8.2573 0.01 0.04 0.00
H -1.8366 -3.2445 6.8743 0.00 0.00 -0.02
H 0.1352 0.5826 6.8942 -0.04 0.02 -0.03
H 0.1286 -0.6026 8.2058 -0.02 -0.01 0.00
H -1.3161 0.3678 7.8745 -0.01 -0.01 0.00
H -3.8336 -0.0304 3.7429 0.02 -0.02 0.05
H -3.4016 -1.1840 2.4768 -0.01 -0.03 0.04
H -2.3215 0.1558 2.8500 0.00 0.00 0.03
C 2.0651 2.7948 -5.8514 0.06 -0.07 -0.06
C 1.9045 1.8253 -4.6738 -0.16 0.42 -0.44
C 2.7477 2.2815 -3.4782 0.13 -0.09 0.13
C 4.2465 2.0607 -3.6734 -0.05 -0.03 -0.07
C 4.5416 0.6056 -4.0337 -0.03 0.08 0.17
C 3.7489 0.1071 -5.2464 0.23 0.02 -0.54
N 2.2955 0.4238 -5.0431 0.35 0.09 0.88
O 1.7043 -0.4513 -4.3205 -0.28 -0.25 -0.16
C 4.2916 0.7277 -6.5415 -0.06 0.05 -0.01
C 3.8929 -1.4047 -5.3843 -0.01 -0.07 0.11
C 0.4282 1.8235 -4.3038 -0.15 0.02 0.09
H 1.5723 2.4013 -6.7414 0.01 0.00 0.00
H 1.5882 3.7397 -5.5901 -0.04 -0.02 0.02
H 3.0961 3.0213 -6.1021 0.01 0.00 0.01
H 2.4222 1.7293 -2.5901 -0.03 -0.05 -0.05
H 2.5354 3.3369 -3.2911 -0.01 0.00 0.00
H 4.6342 2.7340 -4.4422 -0.01 -0.01 -0.02
H 4.7725 2.3180 -2.7522 0.02 0.02 -0.01
H 5.6062 0.4699 -4.2404 0.00 -0.01 0.00
H 4.3009 -0.0283 -3.1745 -0.06 -0.02 -0.04
H 3.5884 0.5870 -7.3631 0.00 0.00 0.00
H 5.2236 0.2274 -6.8051 -0.01 -0.03 0.01
H 4.5192 1.7861 -6.4588 -0.01 0.01 0.01
H 3.6044 -1.9246 -4.4751 -0.05 0.02 0.00
H 4.9374 -1.6354 -5.5987 -0.01 0.02 -0.01
H 3.2790 -1.7805 -6.2035 0.00 0.01 -0.01
H -0.1834 1.4280 -5.1157 0.04 -0.02 -0.02
H 0.1020 2.8455 -4.1033 0.06 0.02 -0.02
H 0.2372 1.2324 -3.4162 0.00 -0.09 -0.06
```
Forces are in eV/Å.

Properties
2S+1 = 3
expectation value of S² = 2.008
gap between HOMO and LUMO (spin up / spin down) = 0.30704 / 0.34931 Ha
E_LUMO (spin up / spin down) = 0.0156 / 0.0155 hartree
M = 494.67 Da
energy = -53258.294 eV
energy relative to the best compared isomer or geometry (same formula, charge and spin) = 0.0000 eV
net charge = 0
HOMO level (spin up / spin down) = -7.93 / -9.08 eV

Here are the Löwdin charges for atoms 1 to 2, given in e: 0.051 -0.242


Entry 3:
A cluster of 2 separate species, C2H4N3O in total in a non-equilibrium geometry. Source: the OMol25 dataset; level of theory: wB97M-V/def2-TZVPD.

```
10
Properties=species:S:1:pos:R:3:forces:R:3
C 2.1591 0.0399 1.4357 1.57 0.29 1.49
C -1.5469 -0.2173 0.0219 0.11 1.61 -1.26
N 1.1904 -0.2476 0.9355 -1.11 -0.63 -0.40
N 0.2017 0.3422 -1.6842 -2.70 0.11 2.93
N -0.3509 0.1671 -0.6978 1.55 0.09 -4.10
O 0.7751 0.6986 -2.6067 0.72 -0.26 -0.33
H 2.9934 0.2374 2.0703 0.32 0.15 -0.16
H -1.5742 -1.1880 0.2776 1.07 -3.69 1.05
H -1.4678 0.3606 0.8880 -0.73 1.10 1.23
H -2.3801 -0.1930 -0.6403 -0.79 1.25 -0.45
```
Forces are in eV/Å.

Properties
2S+1 = 1
gap between HOMO and LUMO = 0.42840 Ha
E_LUMO = -0.1909 hartree
M = 86.07 Da
energy = -8644.115 eV
energy relative to the best compared isomer or geometry (same formula, charge and spin) = 4.7995 eV
net charge = +1
HOMO level = -16.85 eV

Here are the Löwdin charges for atoms 1 to 2, given in e: 0.036 0.067


Entry 4:
A structure of composition C7H10N3OS in a non-equilibrium geometry. Source: the OMol25 dataset; level of theory: wB97M-V/def2-TZVPD.

```
22
Properties=species:S:1:pos:R:3:forces:R:3
C -0.4572 -0.6914 -0.4763 -2.36 1.81 -1.62
C -1.3902 -1.7041 -0.8527 3.46 1.06 1.43
C -1.2896 1.8135 1.1869 0.59 2.11 0.30
C 2.0169 -0.0142 1.5333 -2.90 -1.55 -1.12
C -0.4447 1.8281 0.1609 -1.14 -1.08 0.57
C 1.7089 -0.9296 0.6191 6.30 1.26 -0.64
C -0.3816 0.7924 -0.9247 2.70 -2.08 3.35
N 0.4463 -2.6246 -0.0166 -0.12 -1.94 0.27
N 0.5764 -1.3559 0.0379 -2.25 -1.26 -0.78
N -2.6036 -1.7261 -1.3235 -1.80 1.00 -1.21
O -0.7635 -2.8632 -0.5621 -0.20 0.48 -0.01
S 3.5051 -1.6344 -0.5903 -4.15 -0.80 1.05
H -1.2685 2.6726 1.8699 0.23 -0.30 -0.22
H -2.1172 1.1963 1.4334 -0.31 -1.16 -0.33
H 3.0020 -0.0246 1.7758 2.77 0.59 0.71
H 1.3308 0.5596 2.1270 -0.41 0.08 0.04
H 0.2659 2.6071 0.0379 0.41 0.72 0.15
H 0.6015 0.8699 -1.3735 0.09 0.06 -0.52
H -1.0998 0.9285 -1.6093 -2.58 0.61 -2.77
H -3.0653 -0.8538 -1.6618 0.72 -1.20 0.55
H -2.9274 -2.5924 -1.7261 -0.20 -0.03 0.01
H 4.2106 -0.7022 -0.0862 1.14 1.61 0.81
```
Forces are in eV/Å.

Properties
2S+1 = 1
gap between HOMO and LUMO (spin up / spin down) = 0.29794 / 0.29790 Ha
E_LUMO (spin up / spin down) = -0.1804 / -0.1804 hartree
M = 184.24 Da
energy = -24761.616 eV
energy relative to the best compared isomer or geometry (same formula, charge and spin) = 6.7886 eV
net charge = +1
HOMO level (spin up / spin down) = -13.02 / -13.02 eV

Here are the Löwdin charges for atoms 1 to 2, given in e: -0.060 -0.251